No. 1
A molecular structure, C4H6N2O2 at a distorted geometry. Source: the OMol25 dataset; level of theory: ωB97M-V with the def2-TZVPD basis set.

Cartesian coordinates (Å):
1 C 1.24080 -0.39004 -0.10126
2 C 0.95564 0.96179 -0.06463
3 C -0.47309 1.55652 0.03088
4 C -1.81032 0.67572 -0.30175
5 H 3.25850 -0.15954 -0.19513
6 H 2.65662 -1.95250 0.03779
7 H 0.70163 -1.42836 -0.35984
8 H 1.73883 1.79377 -0.05827
9 H -2.81795 1.14615 -0.52318
10 H -2.74881 -2.27261 0.79314
11 N 2.51125 -0.87435 0.22560
12 N -1.67076 -0.56557 0.11115
13 O -0.69647 2.76046 0.30215
14 O -2.84589 -1.25142 0.10335

Values from the calculation:
relative energy (zero: lowest compared OMol25 entry of this formula, charge and spin)	575.7	kJ/mol
total charge	0
F_max	0.115	Eh/bohr
lowest unoccupied orbital energy	0.191	eV


No. 2
A single C4H6N2O2 molecule at a distorted geometry. Source: the OMol25 dataset; level of theory: ωB97M-V with the def2-TZVPD basis set.

Cartesian coordinates (Å):
1 C -0.66952 0.39235 -1.12018
2 C 0.45084 1.19604 0.42946
3 C -0.09844 -0.09920 0.15232
4 C 0.61650 -2.11383 0.82638
5 H -0.57627 -0.16593 -2.10382
6 H -1.73618 0.79627 -0.97252
7 H -0.08543 2.50377 -1.15577
8 H 1.45424 1.07568 0.84827
9 H -0.39496 1.68328 0.90958
10 H 1.40467 -2.82293 0.97542
11 N 0.33860 1.49365 -0.97605
12 N -0.52075 -1.96808 1.41093
13 O 0.89254 -1.13427 -0.06174
14 O -1.07583 -0.83680 0.83772

Values from the calculation:
relative energy (zero: lowest compared OMol25 entry of this formula, charge and spin)	447.6	kJ/mol
total charge	0
F_max	0.120	Eh/bohr
structure (SMILES)	C1=NOC2(CNC2)O1
lowest unoccupied orbital energy	0.845	eV


No. 3
A single C4H6N2O2 molecule at a distorted geometry. Source: the OMol25 dataset; level of theory: ωB97M-V with the def2-TZVPD basis set.

Cartesian coordinates (Å):
1 C 0.58608 -1.52110 1.55402
2 C -0.11718 0.58614 0.32567
3 C -0.02978 -0.15885 1.59940
4 C -0.25985 0.60309 -2.94359
5 O -0.66381 1.82487 0.41334
6 N 0.29092 0.06312 -0.76068
7 N 0.45243 0.60693 -1.90886
8 O -0.47152 0.37046 2.60358
9 H -0.88319 1.95911 1.35450
10 H -0.02137 -2.16983 0.92707
11 H 1.57428 -1.46151 1.10571
12 H 0.64956 -1.93293 2.55733
13 H 0.16542 1.02253 -3.83997
14 H -1.27199 0.20798 -2.98752

Values from the calculation:
relative energy (zero: lowest compared OMol25 entry of this formula, charge and spin)	229.8	kJ/mol
total charge	0
F_max	0.047	Eh/bohr
structure (SMILES)	C=N/N=C(\O)C(C)=O
lowest unoccupied orbital energy	0.139	eV


No. 4
A molecular structure, C4H6N2O2 at a distorted geometry. Source: the OMol25 dataset; level of theory: ωB97M-V with the def2-TZVPD basis set.

Cartesian coordinates (Å):
1 C -1.62411 0.04348 0.52817
2 C 0.31867 -1.19930 -0.84927
3 C -0.39723 1.24433 -0.55387
4 C -0.02591 -0.10889 0.15183
5 N -1.77945 1.14768 -0.08051
6 N 0.97989 -0.03674 1.17215
7 O 1.61043 -1.19703 -1.19000
8 O -0.47019 -1.96205 -1.32398
9 H -2.33541 -0.51693 1.09934
10 H 0.12046 2.11809 -0.16168
11 H -0.33619 1.23238 -1.64243
12 H 1.04366 -0.91389 1.67749
13 H 0.78275 0.70042 1.83927
14 H 2.11263 -0.55154 -0.66652

Values from the calculation:
relative energy (zero: lowest compared OMol25 entry of this formula, charge and spin)	186.4	kJ/mol
total charge	0
F_max	0.061	Eh/bohr
lowest unoccupied orbital energy	0.559	eV